Record 1
Computed, not measured: a molecular structure, C16H5F11IrN3O9S6 in a non-equilibrium geometry, with ωB97M-V/def2-TZVPD.

Values from the calculation:
- E_tot (eV) = -137313.6451
- HOMO-LUMO gap (eV) = 7.239
- max |F| (eV/A) = 1.9
- relative energy (zero: lowest compared OMol25 entry of this formula, charge and spin) (eV) = 0.0000
- net charge = -2

Cartesian coordinates (Å):
Ir 0.05 1.93 -0.51
O -1.17 4.11 -2.71
S -1.95 3.25 -1.76
O -3.35 3.56 -1.82
O -1.38 3.40 -0.35
O -1.57 1.83 -2.07
F -5.30 -2.37 -0.73
C -4.16 -1.71 -0.45
C -4.21 -0.43 0.07
F -5.40 0.14 0.31
C -3.04 0.24 0.37
F -3.12 1.46 0.92
C -1.77 -0.32 0.15
O -0.64 0.26 0.46
C -1.77 -1.63 -0.37
F -0.60 -2.24 -0.60
C -2.94 -2.31 -0.67
F -2.89 -3.56 -1.17
F 3.78 2.81 -1.70
C 3.85 1.64 -2.33
F 4.32 1.86 -3.56
F 4.73 0.87 -1.68
S 2.21 0.77 -2.43
O 1.80 0.82 -1.00
O 2.58 -0.52 -2.92
N 1.29 1.52 -3.41
S 0.67 3.06 -3.26
O 1.41 4.04 -3.99
O 0.93 3.29 -1.79
C -0.51 2.48 -4.74
F -1.02 1.27 -4.60
F -1.49 3.32 -5.02
F 0.31 2.46 -5.79
S -1.29 -1.01 5.30
C -0.36 -0.23 4.16
S -0.65 1.39 3.63
C 0.68 1.29 2.52
N 1.29 0.16 2.55
N 0.69 -0.69 3.45
C 1.17 -2.03 3.40
C 1.38 -2.77 4.55
C 1.86 -4.07 4.45
C 2.12 -4.62 3.20
C 1.91 -3.87 2.05
C 1.43 -2.57 2.15
S 1.09 2.60 1.43
H 1.17 -2.33 5.52
H 2.03 -4.65 5.35
H 2.49 -5.64 3.12
H 2.11 -4.29 1.08
H 1.25 -1.97 1.26

---

Record 2
Computed, not measured: 4 unconnected molecules or ions with the total composition C19H46N5O5S2 in a non-equilibrium geometry, with ωB97M-V/def2-TZVPD.

Values from the calculation:
- E_tot (eV) = -59798.9488
- HOMO-LUMO gap (eV) = 7.788
- max |F| (eV/A) = 1.1
- net charge = +1

Cartesian coordinates (Å):
N 4.95 3.26 1.69
C 5.09 2.10 0.80
C 4.72 0.83 1.59
O 5.87 0.05 1.91
C 3.68 -0.07 0.94
N 4.34 -1.16 0.17
C 3.40 -2.34 0.01
C 2.39 -2.05 -1.08
C 1.21 -3.03 -1.08
C -0.09 -2.26 -0.82
C -1.26 -3.16 -0.47
S -2.09 -3.81 -1.95
C -2.96 -2.39 -2.55
S -3.02 -2.22 -4.16
N -3.51 -1.56 -1.60
C -4.47 -2.30 -0.73
C -5.11 -1.36 0.26
O -5.77 -0.30 -0.40
C -4.76 0.46 -1.07
C -4.17 -0.39 -2.17
N 3.12 -2.02 -2.36
C 3.94 -0.80 -2.33
C 4.91 -0.70 -1.15
C 6.26 -1.43 -1.39
N 7.42 -0.74 -0.82
H 5.35 4.04 1.18
H 3.97 3.48 1.79
H 4.39 2.21 -0.03
H 6.11 2.02 0.46
H 4.28 1.19 2.51
H 6.14 0.28 2.81
H 3.03 -0.48 1.69
H 3.05 0.51 0.29
H 5.12 -1.53 0.71
H 4.01 -3.17 -0.30
H 2.96 -2.60 0.96
H 2.01 -1.04 -0.97
H 1.13 -3.55 -2.02
H 1.32 -3.71 -0.24
H -0.30 -1.63 -1.68
H 0.07 -1.59 0.02
H -0.91 -3.98 0.14
H -1.98 -2.59 0.10
H -3.92 -3.06 -0.21
H -5.26 -2.75 -1.33
H -4.36 -0.97 0.95
H -5.85 -1.92 0.81
H -3.98 0.78 -0.38
H -5.21 1.34 -1.50
H -3.48 0.23 -2.72
H -4.98 -0.66 -2.84
H 3.76 -2.81 -2.37
H 4.54 -0.80 -3.23
H 3.28 0.05 -2.41
H 5.17 0.35 -1.04
H 6.42 -1.52 -2.46
H 6.18 -2.42 -0.95
H 7.26 -0.63 0.18
H 7.43 0.21 -1.17
C -6.74 2.35 2.33
O -6.04 2.35 1.09
H -6.95 3.38 2.60
H -7.68 1.80 2.24
H -6.13 1.89 3.11
H -5.86 1.44 0.85
C -10.60 0.39 3.59
O -9.36 1.09 3.76
H -10.36 -0.65 3.38
H -11.20 0.44 4.50
H -11.17 0.81 2.76
H -9.58 2.01 3.95
C 3.14 6.15 -0.51
O 4.39 5.55 -0.16
H 2.56 5.42 -1.06
H 2.58 6.44 0.39
H 3.29 7.03 -1.13
H 4.89 6.21 0.33

---

Record 3
Computed, not measured: a molecular structure, C22H25BrN3O2SV in a non-equilibrium geometry, with ωB97M-V/def2-TZVPD.

Values from the calculation:
- E_tot (eV) = -138352.6707
- HOMO-LUMO gap (spin up / spin down) (eV) = 6.892 / 7.026
- max |F| (eV/A) = 1.1
- relative energy (zero: lowest compared OMol25 entry of this formula, charge and spin) (eV) = 0.0000
- net charge = -1
- spin multiplicity = 2

Cartesian coordinates (Å):
V -0.24 -0.23 -0.10
O 2.50 -4.52 -3.00
C 1.65 -3.73 -2.28
C 0.50 -4.26 -1.70
C -0.32 -3.39 -1.00
N 0.00 -2.11 -0.90
C 1.13 -1.56 -1.38
Br -0.43 1.45 -2.18
C 1.97 -2.39 -2.12
H 2.13 -5.41 -3.03
H 0.26 -5.31 -1.78
H -1.23 -3.73 -0.52
H 2.89 -2.01 -2.55
O 0.79 1.37 0.63
N 1.53 1.33 1.72
C 2.12 2.49 2.08
C 2.91 2.56 3.20
C 3.10 1.40 3.96
C 2.49 0.24 3.57
C 1.69 0.17 2.42
S 0.93 -1.23 1.84
H 1.90 3.30 1.41
H 3.37 3.50 3.46
H 3.71 1.43 4.85
H 2.61 -0.68 4.14
C -2.96 -0.92 -2.68
C -3.99 -1.10 -1.58
C -3.81 -2.42 -0.82
C -4.16 0.03 -0.57
C -5.42 0.61 -0.51
C -5.77 1.49 0.50
C -4.86 1.72 1.51
C -3.58 1.18 1.51
C -2.80 1.36 2.80
C -1.31 1.65 2.71
C -3.02 0.13 3.69
C -3.18 0.39 0.40
N -1.88 -0.06 0.25
H -3.09 -1.71 -3.42
H -1.94 -0.95 -2.32
H -3.08 0.05 -3.18
H -4.96 -1.16 -2.08
H -2.93 -2.35 -0.17
H -3.66 -3.25 -1.51
H -4.68 -2.63 -0.19
H -6.15 0.35 -1.27
H -6.76 1.94 0.53
H -5.15 2.34 2.35
H -3.26 2.22 3.29
H -0.78 0.75 2.42
H -0.95 1.97 3.69
H -1.09 2.42 1.97
H -2.58 -0.75 3.22
H -4.08 -0.07 3.85
H -2.54 0.27 4.67

---

E_tot of number 3 (C22H25BrN3O2SV)? -138352.6707 eV